No. 1
# C45H47F5MoN6Se

A structure of composition C45H47F5MoN6Se (ωB97M-V with the def2-TZVPD basis set, OMol25).

As for the total energy: -5039.9847 hartree. The HOMO energy (spin up / spin down) comes out at -12.56 / -12.56 eV. The calculation puts the lowest unoccupied orbital energy (spin up / spin down) at -0.263 / -0.263 hartree.

The geometry in ORCA input format:
```
! wB97M-V def2-TZVPD RIJCOSX def2/J DEFGRID3
* xyz 2 1
Mo 0.4430 -0.1169 -1.1674
C 2.5237 0.4419 -0.3387
C 1.7301 1.1897 0.5825
C 1.0486 2.1888 -0.1915
C 1.3921 1.9382 -1.5675
C 2.4360 0.9585 -1.6512
C 3.5901 0.8738 -2.6645
C 3.2552 0.4125 -4.0791
C 4.6816 -0.0551 -2.1186
C 4.1586 2.3040 -2.7400
C 0.3677 3.5048 0.2210
C 1.3605 4.2894 1.1027
C 0.1291 4.4027 -1.0017
C -0.9712 3.3332 0.9567
C 2.1127 1.0175 2.0692
C 2.4881 -0.4465 2.3806
C 1.0941 1.4541 3.1308
C 3.4046 1.8496 2.2602
H 3.3111 -0.2109 -0.0097
H 1.1448 2.5999 -2.3773
H 2.8346 -0.5924 -4.0896
H 4.1790 0.4010 -4.6649
H 2.5575 1.0781 -4.5774
H 4.3231 -1.0847 -2.0116
H 5.0750 0.2903 -1.1571
H 5.5158 -0.0711 -2.8217
H 3.4701 2.9778 -3.2575
H 5.0973 2.2911 -3.2985
H 4.3646 2.7094 -1.7432
H 2.3706 4.2590 0.6842
H 1.3946 3.9382 2.1298
H 1.0448 5.3341 1.1269
H 1.0738 4.7072 -1.4621
H -0.3764 5.3090 -0.6654
H -0.4959 3.9461 -1.7540
H -0.8944 2.6792 1.8260
H -1.7455 2.9570 0.2855
H -1.3012 4.3099 1.3184
H 1.7302 -1.1525 2.0496
H 2.5850 -0.5540 3.4618
H 3.4538 -0.7307 1.9544
H 0.2468 0.7748 3.1843
H 0.7272 2.4654 2.9897
H 1.5868 1.4250 4.1053
H 4.1048 1.7087 1.4319
H 3.8963 1.5189 3.1777
H 3.2016 2.9146 2.3582
N -0.7527 -2.7164 -3.0268
C -1.8192 -2.0207 -2.4803
C -3.0897 -2.3649 -2.9338
C -4.1815 -1.6598 -2.4925
C -3.9908 -0.6422 -1.5618
C -2.7181 -0.3893 -1.1359
N -1.6247 -1.0356 -1.5986
C 0.5245 -2.9443 -2.5724
C 1.1886 -4.0662 -3.0845
C 2.4052 -4.4306 -2.5765
C 2.9404 -3.6873 -1.5212
C 2.2621 -2.5850 -1.0963
N 1.0832 -2.1518 -1.6422
H -1.0227 -3.3243 -3.7790
H -3.2036 -3.1829 -3.6346
H -5.1720 -1.9022 -2.8564
H -4.8172 -0.0583 -1.1790
H -2.5472 0.3869 -0.4099
H 0.7151 -4.6434 -3.8686
H 2.9201 -5.3044 -2.9577
H 3.8718 -3.9600 -1.0463
H 2.6444 -2.0025 -0.2758
F -3.2997 5.1776 -4.6370
C -2.5708 4.0967 -4.4255
C -1.7696 3.5892 -5.4334
F -1.7431 4.1882 -6.6093
C -1.0022 2.4648 -5.2010
F -0.2402 2.0002 -6.1857
C -1.0187 1.8202 -3.9708
Se -0.0324 0.2182 -3.7373
C -1.8366 2.3475 -2.9986
F -1.8997 1.7352 -1.7855
C -2.6044 3.4728 -3.1956
F -3.3647 3.9527 -2.2143
N -3.4362 -1.9856 4.7678
C -3.8281 -2.8629 5.7537
C -4.7627 -2.7655 6.7876
C -4.8829 -3.8665 7.6018
C -4.1052 -5.0292 7.4054
C -3.1919 -5.1205 6.3860
C -3.0549 -4.0127 5.5378
N -2.2302 -3.8317 4.4505
C -2.4795 -2.6248 4.0188
C -1.7828 -2.0494 2.8806
C -0.9433 -2.8644 2.1156
C -0.2564 -2.3383 1.0554
N -0.3185 -1.0383 0.6945
C -1.1194 -0.2588 1.4378
C -1.8670 -0.7108 2.5018
H -3.8173 -1.0684 4.6190
H -5.3583 -1.8732 6.9444
H -5.5936 -3.8441 8.4175
H -4.2379 -5.8625 8.0834
H -2.5921 -6.0085 6.2322
H -0.8484 -3.9104 2.3745
H 0.3753 -2.9800 0.4655
H -1.1406 0.7905 1.1743
H -2.4823 -0.0007 3.0415
*
```

These are the Löwdin partial charges, in e, on atoms 1 to 99: 1.481 -0.165 -0.129 -0.095 -0.152 -0.282 -0.528 -0.082 -0.037 -0.020 -0.492 -0.020 -0.030 -0.025 -0.486 -0.033 -0.026 -0.010 0.098 0.111 0.063 0.100 0.052 0.074 0.094 0.102 0.093 0.102 0.097 0.103 0.063 0.105 0.108 0.108 0.057 0.057 0.075 0.108 0.061 0.103 0.090 0.065 0.056 0.106 0.096 0.104 0.073 0.104 -0.341 0.021 -0.005 -0.016 -0.138 -0.041 -0.294 0.026 -0.005 -0.028 -0.137 -0.026 0.148 0.132 0.131 0.128 0.094 0.133 0.133 0.128 0.091 0.165 -0.128 -0.132 0.165 -0.244 0.104 -0.444 0.949 -0.256 0.000 -0.157 0.138 0.172 -0.179 -0.011 -0.064 -0.067 -0.002 -0.213 0.192 -0.289 -0.093 0.036 -0.106 -0.080 -0.168 0.022 0.157 0.115 0.113



No. 2
# C45H47F6N6O7PY

A structure of composition C45H47F6N6O7PY (ωB97M-V with the def2-TZVPD basis set, OMol25).

As for the total energy: -3577.3274 hartree. The HOMO energy (spin up / spin down) comes out at -2.34 / -2.30 eV. The calculation puts the lowest unoccupied orbital energy (spin up / spin down) at 0.139 / 0.139 hartree. The energy relative to the best compared isomer or geometry (same formula, charge and spin) is 24.97 kcal/mol.

The geometry in ORCA input format:
```
! wB97M-V def2-TZVPD RIJCOSX def2/J DEFGRID3
* xyz -2 2
Y -0.2937 0.2154 0.2562
C -0.6389 2.7085 -3.8860
C -1.9204 3.2301 -3.9134
C -2.8324 2.8439 -2.9471
C -2.4381 1.9398 -1.9613
N -1.1995 1.4291 -1.9543
C -0.3265 1.8020 -2.8862
C -3.3066 1.5633 -0.8042
C -4.6642 1.8975 -0.7891
C -5.4192 1.6763 0.3550
C -4.8035 1.1543 1.4890
C -3.4563 0.8008 1.4424
C -2.6684 0.9441 0.2831
H 0.1187 3.0023 -4.5990
H -2.2061 3.9522 -4.6700
H -3.8230 3.2749 -2.9258
H 0.6558 1.3595 -2.8101
H -5.1378 2.3428 -1.6574
H -6.4716 1.9377 0.3711
H -5.3688 1.0205 2.4051
H -3.0076 0.3863 2.3415
O -1.5187 3.7112 2.3238
C -0.5707 3.1073 1.8342
O -0.3573 1.8465 1.8807
C 0.5160 3.9200 1.1417
C 0.7760 5.1628 1.6451
C 1.7832 5.9659 1.0904
C 2.4905 5.5497 -0.0131
C 2.2130 4.3128 -0.5618
C 1.2609 3.3883 0.0115
O 1.1004 2.2186 -0.4174
N 2.9628 3.9876 -1.7734
O 2.5506 3.1088 -2.5051
O 3.9728 4.6403 -2.0185
N 2.0725 7.2682 1.6550
O 1.4511 7.6189 2.6472
O 2.9271 7.9652 1.1216
H 0.1820 5.5203 2.4740
H 3.2431 6.1797 -0.4587
F -1.6725 -1.6960 3.3171
P -2.1979 -2.5714 4.5845
F -2.7154 -3.4577 5.8338
F -0.6695 -3.0563 4.8594
F -1.9771 -1.3030 5.5573
F -3.7177 -2.0853 4.2778
F -2.4195 -3.8427 3.5954
C 4.6289 0.9475 -0.5311
C 3.6160 -0.1916 -0.6003
C 4.0886 -1.3956 0.2200
C 3.2988 -0.6471 -1.9972
C 4.3266 -0.8040 -2.9057
C 4.0985 -1.3173 -4.1771
C 2.8150 -1.7291 -4.5255
C 1.7447 -1.6024 -3.6619
C 0.4527 -2.2750 -4.0876
C -0.8074 -1.4140 -4.0651
C 0.2636 -3.5497 -3.2634
C 1.9199 -0.9784 -2.3487
N 0.8976 -0.6651 -1.5821
H 4.6930 1.3304 0.4910
H 4.3460 1.7680 -1.1905
H 5.6327 0.6145 -0.8118
H 2.6753 0.1673 -0.1887
H 4.9955 -1.8194 -0.2232
H 3.3248 -2.1752 0.2391
H 4.3132 -1.1118 1.2505
H 5.3360 -0.5245 -2.6235
H 4.9165 -1.4243 -4.8803
H 2.6491 -2.1847 -5.4980
H 0.6165 -2.5780 -5.1301
H -0.9974 -1.0609 -3.0566
H -1.6604 -2.0070 -4.4141
H -0.7107 -0.5446 -4.7198
H 0.1839 -3.3033 -2.2066
H 1.1132 -4.2246 -3.3917
H -0.6454 -4.0804 -3.5633
C -4.0547 -2.4981 1.3081
N -4.1016 -1.7658 0.0109
C -5.4464 -1.7949 -0.5922
C -3.0203 -2.1547 -1.0091
C -1.8832 -2.9238 -0.4205
C -1.9420 -4.3145 -0.5307
C -0.9192 -5.1006 -0.0357
C 0.1654 -4.4706 0.5600
C 0.1941 -3.0873 0.6671
C -0.8229 -2.2325 0.1992
H -4.8185 -2.0680 1.9525
H -3.0756 -2.3685 1.7558
H -4.2326 -3.5545 1.1212
H -3.8963 -0.7790 0.2466
H -5.7064 -2.8289 -0.8187
H -5.4312 -1.1983 -1.5017
H -6.1514 -1.3647 0.1149
H -2.6779 -1.2028 -1.4146
H -3.5384 -2.7065 -1.7965
H -2.7843 -4.7832 -1.0359
H -0.9558 -6.1798 -0.1253
H 0.9917 -5.0600 0.9426
H 1.0836 -2.6579 1.1152
C 3.9263 0.0179 5.7273
C 3.0580 -0.0591 4.5032
C 2.1569 -1.0991 4.3289
C 1.3574 -1.1287 3.1995
N 1.4185 -0.1968 2.2451
C 2.2704 0.8146 2.4178
C 3.1070 0.9144 3.5148
H 3.3251 -0.0599 6.6341
H 4.4784 0.9568 5.7630
H 4.6485 -0.8012 5.7408
H 2.0320 -1.8708 5.0780
H 0.6047 -1.8963 3.0833
H 2.2636 1.5793 1.6528
H 3.7742 1.7633 3.5997
*
```

These are the Löwdin partial charges, in e, on atoms 1 to 99: 1.467 -0.055 -0.077 -0.025 -0.216 0.066 -0.139 -0.209 -0.065 -0.118 -0.101 -0.141 -0.169 0.103 0.098 0.092 0.086 0.088 0.089 0.101 0.100 0.030 -0.606 -0.167 -0.035 0.055 -0.161 0.055 -0.054 -0.292 -0.108 -0.353 0.067 0.021 -0.374 0.037 0.023 0.126 0.121 -0.181 0.154 -0.172 -0.174 -0.159 -0.175 -0.170 -0.058 -0.393 -0.052 -0.131 -0.062 -0.099 -0.077 -0.135 -0.378 -0.077 -0.058 -0.308 0.012 0.071 0.066 0.067 0.069 0.076 0.071 0.067 0.099 0.085 0.095 0.112 0.031 0.069 0.072 0.056 0.080 0.073 -0.001 -0.163 -0.024 -0.085 -0.313 -0.091 -0.111 -0.096 -0.154 -0.163 0.098 0.063 0.107 0.088 0.097 0.100 0.093 0.102 0.119 0.101 0.088 0.094 0.054



No. 3
# C45H47N8O4Ru

A structure of composition C45H47N8O4Ru (ωB97M-V with the def2-TZVPD basis set, OMol25).

As for the total energy: -2576.7802 hartree. The HOMO energy (spin up / spin down) comes out at -6.42 / -6.84 eV. The calculation puts the lowest unoccupied orbital energy (spin up / spin down) at -0.005 / -0.005 hartree. The energy relative to the best compared isomer or geometry (same formula, charge and spin) is 9.90 kcal/mol.

The geometry in ORCA input format:
```
! wB97M-V def2-TZVPD RIJCOSX def2/J DEFGRID3
* xyz 0 6
Ru -0.2428 -0.5679 -0.0072
C -1.5075 -3.5827 -1.3971
C -0.8577 -4.5318 -0.4023
C -0.5764 -4.0525 1.0042
C -0.4972 -5.0299 1.9951
C -0.2259 -4.6664 3.2990
C -0.0375 -3.3242 3.5806
C -0.1155 -2.4202 2.5404
N -0.3757 -2.7629 1.2754
N -0.7039 -2.4470 -1.8588
C -1.5067 -1.6152 -2.7579
C -2.6539 -0.9076 -2.0846
C -3.6666 -0.3382 -2.8469
C -4.7089 0.2950 -2.1944
C -4.7223 0.3152 -0.8051
C -3.6668 -0.2664 -0.1277
N -2.6412 -0.8455 -0.7575
C 0.4763 -2.8838 -2.5930
C 1.5103 -1.7962 -2.7604
C 2.6041 -1.9946 -3.5989
C 3.5722 -1.0100 -3.6715
C 3.4107 0.1501 -2.9236
C 2.2810 0.2675 -2.1374
N 1.3506 -0.6869 -2.0549
H -2.4144 -3.1778 -0.9415
H -1.8213 -4.1791 -2.2738
H 0.0570 -4.9812 -0.8029
H -1.5552 -5.3702 -0.3078
H -0.6638 -6.0658 1.7311
H -0.1719 -5.4130 4.0796
H 0.1702 -2.9737 4.5791
H 0.0255 -1.3609 2.7160
H -1.9106 -2.2300 -3.5844
H -0.8538 -0.8589 -3.2022
H -3.6269 -0.3932 -3.9263
H -5.5068 0.7572 -2.7597
H -5.5298 0.7710 -0.2531
H -3.6137 -0.2812 0.9548
H 0.1962 -3.2623 -3.5939
H 0.9510 -3.7152 -2.0686
H 2.6911 -2.9120 -4.1653
H 4.4435 -1.1445 -4.2996
H 4.1409 0.9444 -2.9367
H 2.0965 1.1572 -1.5526
O -2.2673 -0.5026 2.7480
C -1.9858 0.6435 2.3977
O -1.3625 0.9754 1.3464
C -2.4643 1.8086 3.2590
C -2.1549 3.1213 2.9129
C -2.6068 4.1788 3.6843
C -3.3668 3.8885 4.8014
C -3.6838 2.5975 5.1815
C -3.2226 1.5547 4.3965
N -3.8605 5.0100 5.6270
O -4.4838 4.7300 6.6379
O -3.5977 6.1416 5.2515
H -1.5459 3.2961 2.0389
H -2.3804 5.2058 3.4396
H -4.2756 2.4287 6.0675
H -3.4407 0.5261 4.6482
N -2.1408 3.2638 -2.0930
C -1.7068 2.2613 -1.2860
N -0.8394 1.4743 -1.8586
C -0.6910 1.9809 -3.1426
C 0.0724 1.5196 -4.2149
C 0.0094 2.2198 -5.4022
C -0.7994 3.3580 -5.5424
C -1.5751 3.8188 -4.4979
C -1.5061 3.1062 -3.3078
H -2.8079 3.9750 -1.8404
H -2.0249 2.1583 -0.2595
H 0.6952 0.6403 -4.1227
H 0.5969 1.8842 -6.2446
H -0.8198 3.8783 -6.4882
H -2.2067 4.6884 -4.6049
C 2.7346 -2.8762 -0.3467
C 3.6453 -2.3127 0.7442
C 3.1894 -2.7104 2.1486
C 3.8674 -0.8226 0.6901
C 5.1583 -0.3623 0.5054
C 5.4738 0.9891 0.5942
C 4.4760 1.8784 0.9713
C 3.1688 1.4690 1.1692
C 2.1771 2.4700 1.7135
C 1.2351 3.0154 0.6452
C 1.4099 1.9182 2.9093
C 2.8065 0.1145 0.9008
N 1.5415 -0.2628 0.7720
H 2.5709 -3.9413 -0.1771
H 3.1969 -2.7558 -1.3296
H 1.7643 -2.3690 -0.3522
H 4.6346 -2.7572 0.5920
H 2.2649 -2.1985 2.4098
H 3.9424 -2.4370 2.8876
H 3.0157 -3.7851 2.2110
H 5.9420 -1.0804 0.2986
H 6.4851 1.3327 0.4269
H 4.7242 2.9195 1.1402
H 2.7854 3.3085 2.0706
H 0.6421 2.2076 0.2124
H 1.7926 3.5083 -0.1540
H 0.5484 3.7478 1.0768
H 0.6993 1.1513 2.5917
H 0.8555 2.7177 3.3993
H 2.0932 1.4837 3.6386
*
```

These are the Löwdin partial charges, in e, on atoms 1 to 99: 1.277 -0.182 -0.117 -0.264 -0.031 -0.057 -0.051 -0.175 0.081 -0.193 -0.147 -0.289 -0.020 -0.058 -0.049 -0.112 0.057 -0.141 -0.315 -0.037 -0.052 -0.038 -0.140 0.050 0.118 0.129 0.110 0.120 0.112 0.108 0.112 0.083 0.136 0.099 0.119 0.108 0.106 0.097 0.138 0.107 0.119 0.109 0.111 0.103 0.002 -0.655 -0.181 -0.103 -0.010 0.009 -0.150 0.009 0.004 -0.347 0.069 0.066 0.095 0.117 0.117 0.119 0.141 -0.171 0.103 -0.226 -0.022 -0.085 -0.094 -0.021 -0.199 0.161 0.104 0.088 0.100 0.099 0.108 -0.067 -0.352 -0.049 -0.154 -0.055 -0.087 -0.051 -0.154 -0.369 -0.070 -0.059 -0.321 -0.026 0.084 0.074 0.028 0.124 0.045 0.085 0.079 0.106 0.094 0.108 0.126



No. 4
# C45H48BaN11SSi

A structure of composition C45H48BaN11SSi (ωB97M-V with the def2-TZVPD basis set, OMol25).

As for the total energy: -3059.2606 hartree. The HOMO energy (spin up / spin down) comes out at -3.31 / -3.31 eV. The calculation puts the lowest unoccupied orbital energy (spin up / spin down) at 0.041 / 0.041 hartree. The energy relative to the best compared isomer or geometry (same formula, charge and spin) is 0.00 kcal/mol.

The geometry in ORCA input format:
```
! wB97M-V def2-TZVPD RIJCOSX def2/J DEFGRID3
* xyz -1 1
Ba -0.4702 -0.2549 0.0518
C 4.7527 3.3632 1.9317
C 3.9079 3.8740 2.9214
C 2.5297 3.7548 2.8134
C 2.0168 3.1054 1.6994
C 0.6605 2.6987 1.3101
N 0.7204 1.9942 0.1583
C 1.9902 1.9939 -0.3018
N 2.3816 1.6612 -1.5269
C 1.5763 1.0994 -2.4100
C 1.7872 1.2060 -3.8561
C 2.7527 1.8315 -4.6272
C 2.6015 1.7996 -6.0061
C 1.4939 1.1867 -6.5968
C 0.5123 0.5839 -5.8252
C 0.6803 0.5821 -4.4497
C -0.1531 0.1063 -3.3429
N -1.3042 -0.5301 -3.5299
C -2.2609 -0.5801 -2.6140
N -2.3344 0.1573 -1.4840
C -3.5758 0.0382 -0.9556
N -4.0731 0.7330 0.0524
C -3.3344 1.5542 0.7959
N -1.9893 1.5976 0.8991
C -1.6442 2.6381 1.6951
N -0.4208 3.0556 1.9924
C -2.8508 3.2964 2.1946
C -3.0672 4.4015 3.0042
C -4.3768 4.7814 3.2496
C -5.4505 4.0790 2.6940
C -5.2376 2.9828 1.8731
C -3.9286 2.5981 1.6291
C -4.3530 -0.9257 -1.7444
C -5.6188 -1.4693 -1.6049
C -6.0123 -2.4394 -2.5156
C -5.1632 -2.8577 -3.5412
C -3.8997 -2.3045 -3.6928
C -3.5093 -1.3327 -2.7885
N 0.4318 0.4153 -2.1681
C 2.8672 2.6220 0.6877
C 4.2431 2.7439 0.8003
H 5.8258 3.4512 2.0526
H 4.3378 4.3650 3.7861
H 1.8689 4.1467 3.5768
H 3.5878 2.3387 -4.1610
H 3.3456 2.2703 -6.6371
H 1.4005 1.1948 -7.6761
H -0.3681 0.1358 -6.2685
H -2.2301 4.9439 3.4258
H -4.5773 5.6378 3.8822
H -6.4622 4.4038 2.9042
H -6.0611 2.4327 1.4354
H -6.2725 -1.1555 -0.8011
H -6.9935 -2.8899 -2.4282
H -5.4927 -3.6331 -4.2219
H -3.2278 -2.6258 -4.4785
H 4.8994 2.3518 0.0336
N 1.8394 0.0320 2.5227
N 3.1237 -0.4173 2.7425
C 3.9205 -0.7635 1.7054
N 5.2205 -0.9899 2.0671
S 3.4501 -0.8670 0.1267
H 1.7830 1.0401 2.5875
H 1.1820 -0.3977 3.1635
H 3.5645 -0.2220 3.6280
H 5.4420 -1.2101 3.0249
H 5.7661 -1.4426 1.3554
C -1.5279 -1.4106 4.0557
C -2.0949 -2.6745 3.3915
C -3.4747 -2.2781 2.8517
C -2.3105 -3.7334 4.4823
Si -0.9026 -3.1809 1.8683
C 0.6069 -4.2440 2.6636
C 1.2154 -3.4761 3.8419
C 0.2735 -5.6583 3.1604
C 1.7269 -4.3706 1.6228
C -1.9152 -4.4651 0.7349
C -0.9514 -5.1965 -0.2056
C -2.8556 -3.6569 -0.1688
C -2.7565 -5.5231 1.4648
H -2.1772 -1.0939 4.8830
H -1.4794 -0.5834 3.3378
H -0.5267 -1.5669 4.4621
H -4.0774 -1.8266 3.6515
H -4.0266 -3.1405 2.4742
H -3.3931 -1.5419 2.0442
H -3.0469 -3.3807 5.2204
H -1.3876 -3.9496 5.0234
H -2.6844 -4.6692 4.0634
H 0.5095 -3.3453 4.6627
H 1.5635 -2.4936 3.5153
H 2.0860 -4.0182 4.2380
H -0.5302 -5.6578 3.8987
H 1.1599 -6.1088 3.6324
H -0.0188 -6.3104 2.3358
H 1.9801 -3.3972 1.2014
H 1.4571 -5.0309 0.7989
H 2.6312 -4.7844 2.0931
H -0.2661 -4.4959 -0.6932
H -1.5172 -5.7159 -0.9911
H -0.3597 -5.9477 0.3192
H -2.2828 -2.9893 -0.8208
H -3.5597 -3.0454 0.3961
H -3.4365 -4.3275 -0.8169
H -2.1634 -6.0948 2.1791
H -3.1841 -6.2341 0.7421
H -3.5903 -5.0679 2.0039
*
```

These are the Löwdin partial charges, in e, on atoms 1 to 99: 1.713 -0.094 -0.097 -0.030 -0.139 -0.344 -0.039 -0.369 0.178 -0.309 -0.097 -0.019 -0.094 -0.096 -0.021 -0.101 -0.296 0.198 -0.327 -0.090 -0.320 0.200 -0.303 -0.037 -0.303 0.196 -0.104 -0.025 -0.098 -0.097 -0.022 -0.104 -0.113 -0.018 -0.089 -0.090 -0.018 -0.118 -0.058 -0.125 -0.025 0.094 0.093 0.109 0.110 0.094 0.094 0.109 0.107 0.093 0.093 0.109 0.112 0.096 0.095 0.111 0.112 0.037 -0.085 -0.904 0.064 0.668 0.061 0.065 0.143 0.090 0.073 -0.141 -0.657 -0.125 -0.113 0.751 -0.644 -0.130 -0.114 -0.136 -0.656 -0.129 -0.138 -0.109 0.079 0.049 0.046 0.081 0.057 0.057 0.074 0.054 0.058 0.049 0.042 0.076 0.056 0.073 0.054 0.033 0.052 0.076 0.071